{"formula": "C4H5N3O", "method": "ωB97M-V/def2-TZVPD", "energy_ha": -394.7258, "orbital_gap_ha": 0.3488, "e_above_lowest_kj_mol": 634.8, "e_homo_ev": -9.867, "elements": ["C", "C", "C", "C", "H", "H", "H", "H", "H", "N", "N", "N", "O"], "xyz": [[-1.3399, -0.2018, -0.1149], [-0.0241, -0.0204, -0.1535], [0.9903, 0.9883, -0.2548], [0.6523, -1.1132, -0.1360], [-3.1877, 0.9691, 0.5316], [-1.3157, 1.5796, 1.1376], [1.1162, 2.0327, -0.8792], [2.7881, -1.4614, 0.0289], [0.1014, -2.1258, -0.1360], [-2.0683, 0.9000, -0.0170], [2.2143, 0.5666, -0.0591], [2.0320, -0.8334, 0.2224], [-1.9588, -1.2802, -0.1700]]}



{"formula": "C4H5N3O", "method": "ωB97M-V/def2-TZVPD", "energy_ha": -394.8800, "orbital_gap_ha": 0.3531, "e_above_lowest_kj_mol": 229.8, "e_homo_ev": -8.921, "elements": ["H", "N", "C", "C", "C", "N", "N", "C", "O", "H", "H", "H", "H"], "xyz": [[1.7182, 1.8413, 0.2313], [0.7092, 2.0667, 0.0485], [0.0290, 1.0286, 0.0857], [-1.4411, 0.8536, -0.0819], [-1.6811, -0.4626, -0.1267], [-0.5383, -1.2023, 0.0661], [0.5057, -0.2995, 0.3019], [1.7114, -0.7470, -0.1125], [2.7236, -0.1012, -0.0981], [-2.1581, 1.6811, -0.3658], [-2.5806, -1.0282, -0.2644], [-0.6745, -1.8152, 0.8466], [1.6766, -1.8152, -0.5308]]}



{"formula": "C4H5N3O", "method": "ωB97M-V/def2-TZVPD", "energy_ha": -394.8394, "orbital_gap_ha": 0.3478, "e_above_lowest_kj_mol": 336.5, "e_homo_ev": -9.026, "elements": ["C", "C", "N", "C", "C", "O", "N", "N", "H", "H", "H", "H", "H"], "xyz": [[-1.8956, 1.4615, 0.0808], [-1.1404, 0.7607, 0.8977], [-0.0540, -0.0238, 0.5216], [0.4234, -0.4497, -0.7302], [1.5727, -1.1037, -0.2136], [2.3319, -1.7503, -1.0661], [1.6854, -1.1955, 1.1028], [0.6510, -0.4537, 1.5678], [-2.7898, 2.0140, 0.4575], [-1.6416, 1.4737, -1.0161], [-1.2593, 0.7073, 1.9685], [0.0713, 0.0022, -1.6489], [2.0450, -1.4426, -1.9219]]}



{"formula": "C4H5N3O", "method": "ωB97M-V/def2-TZVPD", "energy_ha": -394.7873, "orbital_gap_ha": 0.3618, "e_above_lowest_kj_mol": 473.1, "e_homo_ev": -10.277, "elements": ["C", "C", "O", "N", "N", "C", "C", "N", "H", "H", "H", "H", "H"], "xyz": [[0.4802, 1.0474, 1.7528], [1.2354, 0.7057, 0.3879], [2.2285, 1.3836, -0.0033], [0.5185, -0.3028, -0.2881], [0.4234, -0.1089, -1.7580], [-0.6511, -0.9335, -2.0644], [-1.0965, -1.4578, -0.7496], [-0.4965, -0.8433, 0.3347], [0.1807, 0.1132, 2.2313], [-0.6482, 1.5273, 1.5185], [1.0074, 1.8502, 2.4291], [-0.9560, -1.1894, -2.9175], [-2.2258, -1.7918, -0.8735]]}